Run i
Computed, not measured: C4H7N3 in the gas phase, with ωB97M-V/def2-TZVPD.

```
14
C4H7N3 | the Open Molecules 2025 dataset | ωB97M-V/def2-TZVPD
C -0.6642 1.2275 1.9701
N -0.9373 0.6035 0.6794
C -0.2801 -0.3023 -0.0656
N -0.9921 -0.5383 -1.7163
N 0.1808 -0.8306 -2.2419
C 1.2471 -0.8293 -1.4307
C 0.9579 -0.8991 -0.0443
H 0.4107 1.3541 2.1395
H -1.1326 2.2227 2.0073
H -1.0803 0.6350 2.7942
H -1.8065 0.8236 0.2285
H 0.3263 -1.3313 -3.1214
H 2.2029 -0.6693 -1.8836
H 1.5673 -1.4662 0.6847
```

Calculated values
HOMO-LUMO gap (alpha / beta)   7.69 / 7.70 eV
Molecular weight   97.12 g mol⁻¹
LUMO energy (alpha / beta)   1.0 / 1.0 eV
SMILES   CNc1cc[nH]n1

Here are the Löwdin charges for atoms 1 to 6, given in e:
1 C -0.075
2 N -0.041
3 C -0.200
4 N 0.036
5 N -0.190
6 C -0.178

Run ii
Computed, not measured: 2 unconnected molecules or ions with the total composition C4H7N3, with ωB97M-V/def2-TZVPD.

```
14
C4H7N3 | the Open Molecules 2025 dataset | ωB97M-V/def2-TZVPD
C 2.0123 -0.0325 -0.2445
C 0.7975 0.9691 0.2072
C -1.6645 0.3407 0.0642
C 0.7134 -0.5477 0.5662
H 3.0275 0.2238 0.1882
H 2.1990 -0.3628 -1.4590
H 0.9976 1.5425 1.0325
H -1.1620 2.1932 0.6445
H -2.6573 0.7552 0.5295
H -0.0633 -2.3168 -0.3664
H 0.8391 -1.0300 1.6593
N -0.4877 1.3236 -0.5367
N -1.4671 -0.8852 -0.0526
N -0.0929 -1.2073 -0.2374
```

Calculated values
HOMO-LUMO gap   8.25 eV
Molecular weight   97.12 g mol⁻¹
LUMO energy   -0.2 eV

Here are the Löwdin charges for atoms 1 to 6, given in e:
1 C -0.039
2 C -0.282
3 C -0.254
4 C -0.404
5 H 0.079
6 H 0.155

Run iii
Computed, not measured: C4H7N3 in the gas phase, with ωB97M-V/def2-TZVPD.

```
14
C4H7N3 | the Open Molecules 2025 dataset | ωB97M-V/def2-TZVPD
C -0.2253 -0.3437 0.0613
C 1.3684 -0.5215 -0.2402
C 1.6548 0.9737 -0.6079
C 0.5807 1.6004 -0.3349
H -2.6118 -2.2887 0.3751
H -1.9806 -1.0589 1.7698
H 1.6294 -0.8025 0.8092
H 1.7407 -1.4367 -0.7675
H 2.2714 1.5925 -1.2114
H 0.6107 2.6747 -0.8536
H -1.5587 1.4453 0.1292
N -2.0636 -1.2688 0.6894
N -0.8021 -1.5320 0.0222
N -0.6141 0.9662 0.1593
```

Calculated values
HOMO-LUMO gap   8.75 eV
Molecular weight   97.12 g mol⁻¹
LUMO energy   0.9 eV
SMILES   N/N=C1/CC=CN1

Here are the Löwdin charges for atoms 1 to 6, given in e:
1 C -0.386
2 C -0.063
3 C -0.113
4 C -0.205
5 H 0.147
6 H 0.099

Run iv
Computed, not measured: C4H7N3 in the gas phase, with ωB97M-V/def2-TZVPD.

```
14
C4H7N3 | the Open Molecules 2025 dataset | ωB97M-V/def2-TZVPD
C -1.1187 -0.0770 -1.3599
C -0.6161 -0.3046 1.8596
N 0.4550 0.2061 1.2915
C 0.8822 0.0599 0.0139
N 0.0699 -0.7296 -0.8104
C 2.0522 0.7407 -0.3754
N 3.0383 1.2751 -0.6954
H -0.9422 0.4110 -2.3260
H -1.4584 0.6874 -0.6533
H -1.9297 -0.8047 -1.4734
H -1.2255 -0.9818 1.2797
H -0.8203 -0.0642 2.8915
H 1.0194 0.8342 1.8554
H 0.5941 -1.2526 -1.4977
```

Calculated values
HOMO-LUMO gap (alpha / beta)   7.78 / 7.78 eV
Molecular weight   97.12 g mol⁻¹
LUMO energy (alpha / beta)   0.5 / 0.5 eV

Here are the Löwdin charges for atoms 1 to 6, given in e:
1 C -0.109
2 C 0.010
3 N -0.006
4 C -0.377
5 N -0.066
6 C -0.207

Which structure is the least stable? The one labeled run ii.

Run i
Computed, not measured: C4H7N3 in the gas phase, with ωB97M-V/def2-TZVPD.

```
14
C4H7N3 | the Open Molecules 2025 dataset | ωB97M-V/def2-TZVPD
C 2.1292 -0.9862 0.5988
C 1.1844 0.0450 -0.0028
N 0.0673 0.3235 0.8994
C -1.1581 0.5071 0.4323
N -3.6146 0.6890 -1.8528
C -2.2662 0.6112 -0.0583
N -3.4425 0.9188 -0.6331
H 1.6060 -1.9350 0.7583
H 2.5215 -0.6438 1.5640
H 2.9820 -1.1602 -0.0662
H 0.7453 -0.3266 -0.9337
H 1.7200 0.9749 -0.2437
H 0.2890 0.7319 1.7966
H -2.7633 0.2503 -2.2587
```

Calculated values
HOMO-LUMO gap   9.26 eV
Molecular weight   97.12 g mol⁻¹
LUMO energy   0.6 eV
SMILES   [H]/N=N\C#CNCC

Here are the Löwdin charges for atoms 1 to 6, given in e:
1 C -0.096
2 C -0.250
3 N -0.028
4 C -0.097
5 N 0.033
6 C -0.104

Run ii
Computed, not measured: C4H7N3 in the gas phase, with ωB97M-V/def2-TZVPD.

```
14
C4H7N3 | the Open Molecules 2025 dataset | ωB97M-V/def2-TZVPD
C 0.6251 -1.2087 1.8469
C 0.6046 -0.2654 0.6508
N -0.7763 -0.1532 0.1698
C -1.3100 0.4486 -0.8860
N -0.3784 1.0894 -1.6742
C -0.8300 1.6818 -2.8028
N -1.2167 2.1830 -3.7742
H 0.2878 -2.2084 1.5519
H -0.0422 -0.8396 2.6341
H 1.6283 -1.2978 2.2711
H 1.2499 -0.6554 -0.1479
H 0.9854 0.7238 0.9383
H -1.4565 -0.6248 0.7484
H 0.6290 1.1269 -1.5264
```

Calculated values
HOMO-LUMO gap   9.69 eV
Molecular weight   97.12 g mol⁻¹
LUMO energy   0.5 eV

Here are the Löwdin charges for atoms 1 to 6, given in e:
1 C -0.096
2 C -0.260
3 N -0.055
4 C -0.101
5 N -0.013
6 C -0.323

Which structure is the least stable? The one labeled run i.

Run i
Computed, not measured: C4H7N3 in the gas phase, with ωB97M-V/def2-TZVPD.

```
14
C4H7N3 | the Open Molecules 2025 dataset | ωB97M-V/def2-TZVPD
C -0.4920 1.5540 0.5650
N -0.5759 0.5394 -1.6865
C 0.4463 -0.7460 -0.0305
C -0.2655 0.4677 -0.4514
N 0.6169 -1.1389 1.3123
C 0.5031 -1.7786 -1.1937
N 1.5777 -1.2189 -0.9316
H -0.8842 1.4613 -1.9930
H -0.0818 -1.7366 1.7371
H 0.7720 -0.4430 2.0314
H 0.0191 -2.4720 -1.8404
H -1.2151 2.2854 0.2067
H -0.8714 1.1625 1.5082
H 0.4508 2.0638 0.7664
```

Calculated values
HOMO-LUMO gap   9.84 eV
Molecular weight   97.12 g mol⁻¹
LUMO energy   0.9 eV
SMILES   [H]/N=C(\C)[C@@]1(N)C=N1

Here are the Löwdin charges for atoms 1 to 6, given in e:
1 C -0.038
2 N 0.137
3 C -0.459
4 C -0.385
5 N 0.075
6 C -0.038

Run ii
Computed, not measured: C4H7N3 in the gas phase, with ωB97M-V/def2-TZVPD.

```
14
C4H7N3 | the Open Molecules 2025 dataset | ωB97M-V/def2-TZVPD
C -1.3763 -1.4910 -0.9941
N 0.0025 -1.0454 -0.9951
C 0.4239 -0.0615 -0.1137
N 1.6637 -0.0701 0.3585
N 1.7476 1.0602 1.0950
C 0.5996 1.7648 1.1097
C -0.2995 1.0764 0.3302
H -2.0224 -0.6849 -0.6377
H -1.6890 -1.7402 -2.0134
H -1.5528 -2.3678 -0.3539
H 0.6857 -1.7859 -1.0756
H 2.6235 1.2925 1.5339
H 0.5055 2.6872 1.6662
H -1.3120 1.3656 0.0899
```

Calculated values
HOMO-LUMO gap   9.02 eV
Molecular weight   97.12 g mol⁻¹
LUMO energy   1.1 eV
SMILES   CNc1cc[nH]n1

Here are the Löwdin charges for atoms 1 to 6, given in e:
1 C -0.107
2 N -0.040
3 C -0.393
4 N 0.066
5 N -0.054
6 C -0.120

Which structure is the least stable? The one labeled run i.

Run i
Computed, not measured: 2 unconnected molecules or ions with the total composition C9H14O, with ωB97M-V/def2-TZVPD.

```
24
C9H14O | the Open Molecules 2025 dataset | ωB97M-V/def2-TZVPD
C -0.0514 1.6114 -1.4394
C 0.0539 2.1945 2.2742
C -0.5173 1.0483 2.7785
C 0.2952 2.3077 0.9156
C -0.1042 1.2980 0.0281
C -0.6446 -0.0420 1.9447
C -0.4333 0.0609 0.5701
H 0.3370 2.9804 2.9619
H -0.7418 1.0243 3.8388
H 0.6353 3.2730 0.5646
H -0.9078 -1.0160 2.3363
H 0.5937 0.9572 -2.0425
H 0.3329 2.6210 -1.5869
H -0.5194 -0.8513 -0.0041
H -1.0141 1.4946 -1.9266
C 0.1188 -2.0034 -2.2025
C 1.5751 -2.3100 -1.9899
O -0.7497 -2.6487 -1.2386
H -0.1695 -0.9536 -2.1971
H -0.2954 -2.3673 -3.1437
H 1.8267 -3.3104 -2.3194
H -0.2580 -3.3011 -0.7329
H 1.8720 -2.1767 -0.9449
H 2.1554 -1.5863 -2.5516
```

Calculated values
HOMO-LUMO gap   9.82 eV
Molecular weight   138.21 g mol⁻¹
LUMO energy   0.9 eV
SMILES   Cc1ccccc1.CCO

Here are the Löwdin charges for atoms 1 to 6, given in e:
1 C -0.058
2 C -0.102
3 C -0.108
4 C -0.058
5 C -0.262
6 C -0.085

Run ii
Computed, not measured: 2 unconnected molecules or ions with the total composition C9H14O, with ωB97M-V/def2-TZVPD.

```
24
C9H14O | the Open Molecules 2025 dataset | ωB97M-V/def2-TZVPD
C 1.8054 1.7662 0.4671
C 0.7598 -1.7916 1.3578
C 1.0700 -2.4712 0.2100
C 1.1940 -0.4581 1.5275
C 1.6844 0.2878 0.4704
C 1.6155 -1.7726 -0.8757
C 1.9410 -0.4417 -0.7087
O 0.6055 -3.7512 0.0884
H 0.2673 -2.2395 2.2068
H 0.8932 -0.0341 2.4781
H 1.9441 -2.3353 -1.7393
H 0.8900 -4.1821 -0.6955
H 1.5586 2.1825 1.4448
H 1.1306 2.1887 -0.2731
H 2.4475 0.0521 -1.5295
H 2.8104 2.1294 0.2298
C -2.9882 0.6356 -0.7890
C -2.6165 2.0484 -0.3761
H -2.3153 -0.1090 -0.3793
H -4.0321 0.4632 -0.5081
H -3.0899 0.5338 -1.8756
H -3.2849 2.8015 -0.7990
H -1.6028 2.3500 -0.6413
H -2.6877 2.1472 0.7094
```

Calculated values
HOMO-LUMO gap   9.28 eV
Molecular weight   138.21 g mol⁻¹
LUMO energy   0.9 eV
SMILES   Cc1ccc(O)cc1.CC

Here are the Löwdin charges for atoms 1 to 6, given in e:
1 C -0.061
2 C -0.019
3 C -0.329
4 C -0.039
5 C -0.294
6 C -0.023

Which structure is the least stable? The one labeled run i.

Run i
Computed, not measured: 2 unconnected molecules or ions with the total composition C9H14O, with ωB97M-V/def2-TZVPD.

```
24
C9H14O | the Open Molecules 2025 dataset | ωB97M-V/def2-TZVPD
C 1.5920 1.9898 2.9023
C 1.1710 2.7008 1.6055
H 1.1231 1.0107 2.9863
H 2.6375 1.7009 2.8145
H 1.5048 2.7079 3.7067
H 1.4435 2.1509 0.7074
H 1.5413 3.7061 1.6311
H 0.0783 2.7529 1.5654
C -2.8602 0.0609 -0.8000
C -0.4454 -0.0814 -1.6070
C -1.5069 -0.6269 -0.8986
C 0.7515 -0.7185 -1.9354
C -1.3263 -1.9460 -0.4695
C 0.8632 -2.0149 -1.4495
C -0.0991 -2.5754 -0.6165
O 1.9777 -2.7341 -1.8020
H -0.3733 1.0067 -1.6794
H 1.4952 -0.2184 -2.5308
H -2.8815 0.6858 0.0856
H -3.5793 -0.7274 -0.9945
H -2.1419 -2.4367 0.0518
H 0.1785 -3.4379 -0.0535
H 1.8551 -3.6572 -1.5458
H -2.9990 0.7013 -1.6741
```

Calculated values
HOMO-LUMO gap   9.26 eV
Molecular weight   138.21 g mol⁻¹
LUMO energy   0.8 eV
SMILES   Cc1ccc(O)cc1.CC

Here are the Löwdin charges for atoms 1 to 6, given in e:
1 C -0.166
2 C -0.170
3 H 0.061
4 H 0.055
5 H 0.059
6 H 0.054

Run ii
Computed, not measured: 2 unconnected molecules or ions with the total composition C9H14O, with ωB97M-V/def2-TZVPD.

```
24
C9H14O | the Open Molecules 2025 dataset | ωB97M-V/def2-TZVPD
C 2.4965 0.4195 -0.8599
C 3.9888 0.6273 -1.1754
O 2.2874 -0.8600 -0.2569
H 2.0241 1.1140 -0.1744
H 1.9449 0.4206 -1.8101
H 4.1106 1.4522 -1.8679
H 2.8146 -1.5022 -0.7294
H 4.3788 -0.3362 -1.5010
H 4.5069 0.8154 -0.2334
C -1.2583 -2.2358 0.8206
C -1.1658 1.5042 0.2044
C -0.7357 0.2051 0.4398
C -2.5238 1.8180 0.2501
C -1.6670 -0.7984 0.6179
C -3.4541 0.8345 0.5985
C -3.0147 -0.4709 0.7733
H -0.4665 2.3024 -0.0126
H 0.3232 -0.0178 0.4178
H -2.8614 2.8033 -0.0403
H -4.4775 1.1625 0.7203
H -2.0863 -2.9446 0.7264
H -0.9875 -2.4070 1.8698
H -3.6713 -1.2745 1.0803
H -0.5057 -2.6317 0.1423
```

Calculated values
HOMO-LUMO gap   9.73 eV
Molecular weight   138.21 g mol⁻¹
LUMO energy   0.9 eV
SMILES   Cc1ccccc1.CCO

Here are the Löwdin charges for atoms 1 to 6, given in e:
1 C -0.310
2 C -0.072
3 O -0.106
4 H 0.099
5 H 0.112
6 H 0.072

Run iii
Computed, not measured: 2 unconnected molecules or ions with the total composition C9H14O, with ωB97M-V/def2-TZVPD.

```
24
C9H14O | the Open Molecules 2025 dataset | ωB97M-V/def2-TZVPD
C -1.6140 -3.1480 0.8727
C -2.8614 -3.7168 0.1794
H -1.0620 -3.9046 1.3948
H -1.0297 -2.5354 0.1810
H -1.8843 -2.3650 1.5463
H -3.7705 -3.2774 0.5858
H -2.9643 -4.8037 0.2438
H -2.8077 -3.6137 -0.9049
C -1.3416 -0.2781 -1.7013
C 1.7035 1.6158 0.6347
C 0.3667 1.9868 0.8188
C 2.0325 0.6595 -0.2849
C -0.6114 1.4142 0.0260
C 1.0622 0.1780 -1.1582
C -0.2686 0.5301 -0.9990
O 2.6599 2.2905 1.4026
H 0.0699 2.6010 1.6592
H 2.4395 3.2235 1.2562
H 3.0641 0.3569 -0.4097
H -1.6142 1.8092 0.1228
H 1.2811 -0.6878 -1.7515
H -2.1192 0.3535 -2.1180
H -1.7914 -1.0736 -1.1143
H -0.8137 -0.7921 -2.5032
```

Calculated values
HOMO-LUMO gap   9.62 eV
Molecular weight   138.21 g mol⁻¹
LUMO energy   0.9 eV
SMILES   Cc1ccc(O)cc1.CC

Here are the Löwdin charges for atoms 1 to 6, given in e:
1 C -0.156
2 C -0.165
3 H 0.057
4 H 0.042
5 H 0.051
6 H 0.060

Run iv
Computed, not measured: 2 unconnected molecules or ions with the total composition C9H14O, with ωB97M-V/def2-TZVPD.

```
24
C9H14O | the Open Molecules 2025 dataset | ωB97M-V/def2-TZVPD
C -0.2488 -1.2189 -3.3488
C 0.4673 0.0298 -3.9842
H 0.4284 -1.9040 -2.9148
H -0.9571 -0.8000 -2.7059
H -0.9975 -1.5673 -3.9826
H 0.6279 0.8584 -3.3606
H 0.0048 0.4387 -4.8340
H 1.5771 -0.3169 -4.1733
C 1.0234 1.9875 0.2945
C -0.9616 -0.9589 2.9390
C -1.6532 0.1363 2.3855
C 0.3600 -1.0022 2.6127
C -0.9912 1.0509 1.5701
C 1.0391 -0.1856 1.6329
C 0.4392 0.9713 1.2119
O -1.5875 -1.8608 3.7959
H -1.0065 -2.0478 4.5460
H -2.8791 0.2065 2.5433
H 1.0423 -1.7735 3.0635
H -1.5233 1.8171 1.1746
H 1.9593 -0.6038 1.1731
H 0.4390 2.3868 -0.4492
H 1.9979 1.4970 -0.1057
H 1.3999 2.8594 0.9163
```

Calculated values
HOMO-LUMO gap   9.54 eV
Molecular weight   138.21 g mol⁻¹
LUMO energy   0.9 eV
SMILES   Cc1ccc(O)cc1.CC

Here are the Löwdin charges for atoms 1 to 6, given in e:
1 C -0.131
2 C -0.141
3 H 0.053
4 H 0.034
5 H 0.037
6 H 0.017

Which structure is the least stable? The one labeled run iv.

Run i
Computed, not measured: 2 unconnected molecules or ions with the total composition C9H14O, with ωB97M-V/def2-TZVPD.

```
24
C9H14O | the Open Molecules 2025 dataset | ωB97M-V/def2-TZVPD
C -1.6370 -1.3134 2.6918
C 0.7793 -0.8148 -0.8051
C 1.1962 -0.2843 0.4095
C -0.4671 -1.4042 -0.9212
C 0.2276 -0.2113 1.4165
C -1.2877 -1.5398 0.1872
C -0.9340 -0.9746 1.4107
O 1.6014 -0.8559 -1.9081
H 2.1833 0.0010 0.7524
H 2.3246 -0.2241 -1.7646
H -0.8625 -1.5703 -1.9125
H 0.4932 0.4369 2.2502
H -2.1669 -2.1783 0.1988
H -1.9932 -0.4716 3.2833
H -0.9587 -1.7989 3.4033
H -2.4013 -2.0418 2.4608
C -0.4443 3.1596 -0.9367
C 0.9356 2.5742 -1.1969
H -0.6624 3.9668 -1.6433
H -1.2075 2.4022 -1.0784
H -0.5877 3.6020 0.0461
H 1.6636 3.2954 -1.5880
H 1.4093 2.2894 -0.2601
H 0.9270 1.7436 -1.8972
```

Calculated values
HOMO-LUMO gap   9.29 eV
Molecular weight   138.21 g mol⁻¹
LUMO energy   0.9 eV
SMILES   Cc1ccc(O)cc1.CC

Here are the Löwdin charges for atoms 1 to 6, given in e:
1 C -0.055
2 C -0.344
3 C -0.041
4 C -0.020
5 C -0.053
6 C -0.044

Run ii
Computed, not measured: 2 unconnected molecules or ions with the total composition C9H14O, with ωB97M-V/def2-TZVPD.

```
24
C9H14O | the Open Molecules 2025 dataset | ωB97M-V/def2-TZVPD
C -2.6104 0.1913 0.4401
C -0.4953 1.5121 0.8301
C -1.3819 0.8906 -0.0575
C 0.6249 2.1558 0.3374
C -1.0668 0.9079 -1.4171
C 1.0270 2.0396 -0.9916
C 0.1630 1.3736 -1.8608
H -0.8112 1.5099 1.8648
H 1.2445 2.7462 1.0057
H -3.4506 0.6064 -0.1228
H -2.8583 0.4106 1.4812
H -1.6070 0.2619 -2.0978
H 1.8433 2.6834 -1.2781
H 0.5450 0.9098 -2.7584
H -2.6038 -0.8870 0.3670
C 0.8046 -1.9408 0.2081
C 2.1879 -1.5145 0.5902
O 0.4534 -3.2005 0.8538
H 0.0007 -1.2522 0.4630
H 0.7228 -2.1380 -0.8613
H 2.9168 -2.0462 -0.0243
H -0.4730 -3.1086 1.1028
H 2.4558 -1.6304 1.6368
H 2.3686 -0.4809 0.2887
```

Calculated values
HOMO-LUMO gap   9.94 eV
Molecular weight   138.21 g mol⁻¹
LUMO energy   0.8 eV
SMILES   Cc1ccccc1.CCO

Here are the Löwdin charges for atoms 1 to 6, given in e:
1 C -0.056
2 C -0.059
3 C -0.306
4 C -0.098
5 C -0.060
6 C -0.094

Which structure is the least stable? The one labeled run ii.